Entry 1:
4 unconnected molecules or ions with the total composition C9H18O5 in a non-equilibrium geometry. Source: OMol25; level of theory: wB97M-V/def2-TZVPD.

Element x y z (Å)
O 1.2208 -1.3933 0.3245
C 0.4268 -0.4623 0.9565
C 0.6268 0.9287 0.7395
C -0.0222 1.8927 1.4725
C -1.1322 1.4887 2.2045
O -1.8542 2.4227 2.8565
C -1.4972 0.1427 2.2865
C -0.7192 -0.8093 1.6765
H 1.0918 -2.0463 1.0835
H 1.5078 1.2877 0.3195
H 0.2028 2.9447 1.5845
H -2.1932 2.9257 2.1345
H -2.5362 -0.1253 2.6515
H -0.9792 -1.8693 1.5655
C -5.0432 2.1667 0.4735
O -4.7212 0.8417 0.2965
H -5.5192 2.5657 -0.4045
H -4.2842 2.8697 0.5735
H -5.8132 2.2977 1.3575
H -5.2242 0.3717 -0.6015
C 2.7958 -3.4963 -2.4575
O 2.0278 -2.4603 -2.2275
H 2.3848 -4.4753 -2.8605
H 2.8018 -3.9303 -1.4355
H 3.7058 -3.1913 -2.6455
H 1.4838 -2.7393 -1.5485
C 3.4928 0.3937 -2.0595
O 3.9878 0.4587 -0.7445
H 4.1228 -0.3183 -2.7245
H 3.4048 1.4437 -2.4585
H 2.4458 0.2247 -1.9855
H 3.8088 -0.3503 -0.4035

Force components x, y, z for each atom (eV/Å):
O -0.72 -1.37 2.69
C -1.42 3.51 -0.85
C 0.95 -1.12 1.39
C -1.71 -0.84 0.71
C 0.80 -1.65 0.02
O -0.70 0.26 0.88
C -1.83 0.38 0.14
C 1.05 -1.23 -1.09
H 1.08 0.06 -1.98
H 1.54 0.03 -1.38
H 0.49 -0.01 -0.64
H -0.75 1.21 -0.33
H 1.59 0.38 -0.08
H -0.34 0.32 0.60
C -4.18 0.36 0.77
O -0.98 -3.45 -3.66
H -0.73 0.17 -0.47
H 2.23 0.57 0.77
H 1.50 -0.15 -1.49
H 2.18 2.51 4.09
C -2.32 -6.42 3.52
O -2.18 4.39 -2.43
H 0.32 1.50 -1.38
H 1.57 -0.56 0.16
H 4.81 0.84 -1.91
H -2.16 0.26 1.96
C 0.62 1.27 -1.17
O 1.27 3.59 -1.38
H -1.40 1.25 0.87
H 1.13 -0.89 0.09
H -0.92 -1.40 -0.44
H -0.79 -3.77 2.02

- Energy above the lowest of the compared OMol25 structures with the same formula, charge and spin: 80.1 kcal/mol
- Structure (SMILES): Oc1ccc(O)cc1.CO.CO.CO
- Molecular weight: 206.24 g/mol
- Highest occupied orbital energy: -0.308 hartree
- HOMO-LUMO gap: 8.84 eV



Entry 2:
2 unconnected molecules or ions with the total composition C26H29F2N2O in a non-equilibrium geometry. Source: OMol25; level of theory: wB97M-V/def2-TZVPD.

Element x y z (Å)
C -3.0217 3.6133 -4.4008
C -2.4532 2.4473 -3.6911
C -3.1297 1.2339 -3.7370
F -4.2881 1.1880 -4.4679
C -2.7171 0.0945 -3.0811
C -1.4827 0.1103 -2.3600
C -0.9053 -0.9933 -1.6891
C -1.3479 -2.3366 -1.6396
C -2.4612 -2.8762 -2.3569
C -2.8389 -4.1820 -2.1315
F -3.9586 -4.6609 -2.7604
C -2.1439 -5.0623 -1.3098
C -2.6210 -6.4561 -1.1820
C -1.0024 -4.5645 -0.6564
C -0.6214 -3.2453 -0.8081
C -0.7884 1.3596 -2.3047
C -1.2627 2.4899 -2.9436
H -2.3846 4.4781 -4.2298
H -3.0869 3.4442 -5.4787
H -4.0281 3.8543 -4.0480
H -3.3467 -0.7832 -3.1164
H 0.0137 -0.7784 -1.1382
H -3.0161 -2.2903 -3.0765
H -1.9318 -7.0095 -0.5478
H -3.6159 -6.5082 -0.7319
H -2.6754 -6.9595 -2.1510
H -0.4264 -5.2426 -0.0232
H 0.2598 -2.8547 -0.2908
H 0.1398 1.3917 -1.7254
H -0.7197 3.4355 -2.8780
C 2.6888 4.4725 0.4343
C 1.4228 3.7834 0.8946
N 1.6337 2.8805 2.0310
C 1.4702 3.4611 3.3709
C 0.0596 3.3237 3.9153
C 2.0513 1.5802 1.7837
C 2.1244 0.6869 2.8877
N 2.5115 -0.6378 2.7411
C 3.5089 -1.0255 1.8666
C 3.9185 -2.3459 1.8205
C 3.3078 -3.3149 2.6206
C 2.2992 -2.9035 3.4973
C 1.9300 -1.5790 3.5645
O 2.3097 1.2427 0.6022
H 2.4641 5.1281 -0.4117
H 3.1153 5.0734 1.2447
H 3.4141 3.7199 0.1119
H 0.6918 4.5269 1.2353
H 0.9936 3.2087 0.0627
H 2.1814 2.9769 4.0520
H 1.7330 4.5254 3.2893
H 0.0031 3.7843 4.9064
H -0.6540 3.8278 3.2542
H -0.2150 2.2674 4.0051
H 1.6836 0.9526 3.8463
H 3.9197 -0.2351 1.2471
H 4.7235 -2.5928 1.1340
H 3.6087 -4.3585 2.5665
H 1.7854 -3.6027 4.1509
H 1.1781 -1.1639 4.2307

Force components x, y, z for each atom (eV/Å):
C 0.19 0.68 -0.06
C 0.41 -0.15 0.29
C -0.81 -1.04 -0.17
F 1.00 -0.01 0.73
C 0.08 0.37 -0.14
C -0.26 0.74 -0.19
C -0.32 0.05 -0.34
C -0.07 -0.99 0.02
C 0.06 -0.23 0.31
C -0.78 0.52 -0.77
F 1.08 0.48 0.46
C 0.32 0.37 0.13
C 0.23 -0.58 0.32
C -0.17 -0.10 -0.06
C 0.11 0.54 -0.07
C 0.23 -0.39 0.28
C -0.14 0.02 -0.12
H -0.06 0.10 -0.07
H -0.03 -0.12 0.10
H 0.06 -0.15 -0.02
H -0.02 0.66 -0.08
H -0.17 0.01 -0.06
H 0.14 -0.62 0.18
H -0.06 -0.13 0.01
H 0.04 0.12 -0.10
H -0.04 0.15 0.04
H -0.16 0.27 -0.19
H -0.28 -0.23 -0.08
H -0.23 0.11 -0.20
H -0.14 -0.35 0.00
C 0.18 -0.02 -0.07
C -0.23 -0.38 0.34
N 0.06 -0.12 0.03
C 0.26 -0.30 -0.43
C -0.09 0.05 0.06
C 0.07 0.42 -0.46
C -0.21 0.32 0.41
N 0.28 0.02 0.16
C -0.60 -0.10 0.35
C -0.35 0.05 0.00
C -0.03 0.17 -0.05
C 0.12 0.09 0.08
C 0.44 0.26 -0.54
O -0.18 -0.06 0.18
H 0.10 0.03 0.08
H 0.03 -0.07 -0.17
H -0.04 0.17 0.08
H -0.01 -0.12 -0.21
H 0.02 0.14 0.26
H -0.03 0.28 -0.16
H 0.07 -0.28 0.14
H -0.10 -0.05 -0.10
H 0.03 -0.14 0.14
H -0.06 0.18 -0.04
H 0.09 -0.40 -0.36
H -0.12 -0.17 0.23
H -0.15 -0.04 0.14
H -0.04 0.25 0.04
H 0.17 0.06 -0.12
H 0.13 -0.32 -0.17

- Net charge: +1
- Molecular weight: 423.53 g/mol
- Highest occupied orbital energy: -0.332 hartree
- HOMO-LUMO gap: 3.28 eV



Entry 3:
A gas-phase ion, C11H8FIN3O4 (charge -1) in a non-equilibrium geometry. Source: OMol25; level of theory: wB97M-V/def2-TZVPD.

Element x y z (Å)
O 0.5011 4.4341 1.9125
C -0.4466 3.8802 1.2486
O -1.7365 4.2666 1.5098
C -0.0101 2.8014 0.1618
C 0.5404 3.0853 -1.2665
N 0.9431 2.2367 -2.2993
N 0.9016 0.9377 -2.0494
F 1.3136 0.1034 -3.0250
C 0.4628 0.4537 -0.7794
C 0.5029 -1.1524 -0.5644
C -0.4165 -2.1750 -1.3668
C -0.4567 -3.7278 -1.1533
C 0.5674 -4.1998 0.0230
C 1.4132 -3.0756 0.6826
N 1.4346 -1.6475 0.4633
C -0.0521 1.2416 0.4387
C -0.5335 0.6242 1.8319
O -1.7112 1.3119 2.3543
O -2.6897 1.2799 1.4065
H 0.6301 4.2070 -1.5202
H -1.1177 -1.7305 -2.1634
H -1.1433 -4.4361 -1.7135
H 0.6392 -5.2997 0.3351
H 2.1461 -3.4392 1.4981
H 0.2964 0.7049 2.6271
H -0.8575 -0.4788 1.7123
H -3.2083 2.1224 1.4576
I 2.0872 -2.3287 -1.7620

Force components x, y, z for each atom (eV/Å):
O -1.35 -2.52 -2.70
C -2.64 4.13 3.45
O 4.86 -3.00 -2.62
C 0.52 -4.37 -1.75
C -0.40 0.01 0.81
N -0.78 0.91 2.47
N -1.81 1.61 4.44
F -0.63 1.34 0.44
C -0.48 -2.67 1.48
C 1.87 -3.42 -1.46
C -2.90 -3.31 1.27
C 1.80 4.30 3.28
C -0.60 3.62 -0.70
C -2.93 -0.79 0.12
N -3.60 -1.85 3.83
C 1.47 3.41 -3.54
C -0.67 -0.85 -0.64
O 3.03 0.40 1.39
O -2.29 -0.42 -2.10
H -0.11 -2.17 0.20
H 1.20 -0.71 1.37
H 0.95 1.34 0.79
H 0.08 1.99 -0.50
H -1.21 0.88 -1.49
H -1.42 0.04 -1.34
H 0.97 1.65 -0.13
H 1.42 -0.29 0.40
I 5.63 0.73 -6.75

- Net charge: -1
- Molecular weight: 392.10 g/mol
- Highest occupied orbital energy: -0.107 hartree
- HOMO-LUMO gap: 3.70 eV



Entry 4:
A molecular structure, C27H26Br4N7O7PbS. Source: OMol25; level of theory: wB97M-V/def2-TZVPD.

Element x y z (Å)
Pb 1.4376 -1.8217 -0.6896
Br 2.9502 3.6625 -5.3129
C 3.1752 2.2046 -4.1289
C 4.4300 1.7075 -3.8320
Br 5.9721 2.4746 -4.6207
C 4.5632 0.6329 -2.9458
Br 6.2575 -0.0687 -2.4718
C 3.4611 0.0127 -2.3353
O 3.5558 -0.9612 -1.5107
C 2.1611 0.5217 -2.6694
O 1.1057 -0.0304 -2.1000
C 2.0557 1.6019 -3.5307
Br 0.2963 2.2416 -3.8564
N 0.8479 1.8384 -0.1190
C 1.5684 1.5010 0.9415
N 1.7402 2.4365 1.8901
C 2.4616 2.0556 2.9291
N 2.6264 2.9473 3.9382
N 3.0416 0.8562 3.0892
C 2.8107 0.0152 2.0874
N 2.0883 0.2439 1.0076
C 3.4578 -1.3295 2.2234
C 4.3899 -1.5662 3.2260
C 4.9733 -2.8190 3.3029
C 4.6094 -3.7922 2.3866
C 3.6659 -3.4659 1.4261
N 3.1042 -2.2674 1.3513
H 0.6172 2.8120 -0.2097
H 0.7752 1.2008 -0.9258
H 2.3409 3.8957 3.7801
H 3.3042 2.7368 4.6465
H 4.6363 -0.7706 3.9120
H 5.7083 -3.0319 4.0687
H 5.0453 -4.7813 2.4066
H 3.3455 -4.1881 0.6827
C -1.5251 -0.1085 2.6779
O -0.6940 -0.2274 1.5323
C -0.4341 -1.5245 1.0572
C -0.1332 -2.5020 2.1772
H -1.0021 -0.4122 3.5902
H -2.4422 -0.6966 2.5825
H -1.7885 0.9456 2.7661
H -0.9962 -2.7048 2.8230
H 0.6723 -2.1012 2.7963
H 0.1987 -3.4547 1.7605
C -2.2759 4.2771 -1.3227
C -3.1115 3.0338 -1.2035
C -4.2963 2.9058 -1.9278
C -5.0827 1.7728 -1.8191
C -4.6853 0.7556 -0.9612
C -3.5112 0.8605 -0.2282
C -2.7277 1.9971 -0.3586
S -5.6165 -0.7368 -0.8678
O -5.3891 -1.3031 0.4293
O -6.9417 -0.4711 -1.3518
N -4.9632 -1.7756 -1.9645
C -3.5344 -2.1182 -1.8965
C -3.2372 -3.1876 -0.8380
C -1.8497 -3.0002 -0.2640
O -0.9288 -3.7604 -0.4946
O -1.7750 -1.9293 0.4930
H -2.3469 4.7077 -2.3215
H -1.2273 4.0644 -1.1249
H -2.6050 5.0354 -0.6084
H -4.6026 3.7067 -2.5908
H -6.0057 1.6777 -2.3755
H -3.2008 0.0551 0.4214
H -1.7969 2.0529 0.1938
H -5.2762 -1.5180 -2.8907
H -2.9191 -1.2290 -1.7298
H -3.2770 -2.4948 -2.8858
H -3.2790 -4.1841 -1.2734
H -3.9728 -3.1131 -0.0393

Force components x, y, z for each atom (eV/Å):
Pb 0.03 -0.24 -0.15
Br 0.00 0.02 -0.02
C -0.02 0.00 0.00
C 0.03 0.02 -0.02
Br 0.01 0.01 -0.01
C 0.00 -0.02 0.06
Br 0.00 0.00 0.00
C 0.19 0.11 -0.11
O 0.07 -0.22 0.28
C -0.14 0.10 -0.05
O -0.30 0.02 0.10
C -0.03 0.00 0.00
Br -0.03 0.02 0.03
N 0.08 0.02 -0.13
C -0.02 -0.08 0.00
N -0.01 0.00 0.01
C 0.03 -0.04 -0.02
N -0.04 0.00 0.05
N -0.02 0.05 0.01
C 0.02 -0.10 -0.03
N 0.10 0.22 0.10
C -0.01 0.03 -0.02
C 0.01 -0.02 -0.02
C 0.01 0.01 0.01
C -0.01 0.00 -0.02
C 0.00 0.00 0.00
N -0.02 0.07 0.04
H -0.02 -0.03 -0.01
H -0.02 -0.01 0.09
H 0.02 0.01 -0.01
H 0.01 0.01 -0.02
H 0.00 0.00 0.00
H 0.00 0.00 0.00
H 0.00 0.00 0.01
H 0.00 -0.01 0.00
C 0.02 -0.01 0.00
O -0.02 -0.06 0.00
C 0.01 0.27 -0.05
C 0.01 -0.04 -0.01
H 0.00 0.00 0.00
H -0.01 0.00 -0.01
H 0.00 0.01 -0.02
H -0.02 0.00 -0.01
H 0.01 0.01 0.00
H 0.00 0.01 0.00
C 0.00 0.02 -0.03
C 0.00 -0.02 0.01
C 0.00 0.02 -0.01
C -0.06 0.00 0.01
C 0.12 -0.05 -0.02
C 0.03 0.06 -0.02
C -0.02 -0.03 0.02
S -0.02 -0.02 0.02
O -0.07 0.02 0.02
O -0.03 -0.01 0.01
N 0.03 0.06 -0.08
C -0.04 -0.02 -0.02
C 0.06 -0.03 -0.07
C -0.09 -0.13 0.12
O 0.02 0.04 -0.06
O 0.07 -0.03 -0.05
H 0.00 -0.01 0.00
H 0.03 -0.01 -0.01
H -0.01 -0.01 0.01
H 0.00 0.00 -0.01
H 0.00 -0.01 -0.01
H 0.03 -0.03 0.03
H 0.00 -0.01 -0.01
H -0.03 0.00 -0.01
H -0.04 0.02 0.06
H 0.06 0.01 0.02
H -0.07 0.01 0.00
H 0.06 0.05 0.03

- Net charge: -1
- Energy above the lowest of the compared OMol25 structures with the same formula, charge and spin: 0.0 kcal/mol
- Molecular weight: 1119.43 g/mol
- Highest occupied orbital energy: -0.150 hartree
- HOMO-LUMO gap: 6.10 eV